Molecular formula: C30H61Br9O21S5
Method: DFT, ωB97M-V/def2-TZVPD

Calculated values
Highest occupied orbital energy (alpha / beta): -11.996 / -11.996 eV
⟨S²⟩: 0.756
Spin multiplicity: 2
Energy: -759638.5251 eV
Total charge: +1
Frontier orbital gap (alpha / beta): 8.1 / 3.2 eV

Structure (XYZ):
```
126
Properties=species:S:1:pos:R:3:forces:R:3:lowdin_charge:R:1
O 6.68348 -4.89162 0.25787 0.429 1.331 0.371 -0.2961
C -3.88054 -4.59059 -4.09910 1.092 -2.885 0.768 -0.1152
Br -3.75702 7.53592 -2.46493 0.728 -0.545 0.697 0.5812
C 7.46826 -2.29602 -0.16743 1.609 -1.318 -0.163 -0.1070
H 0.19046 3.09013 2.48107 -0.328 -0.651 0.281 0.1261
O 8.50554 -3.92288 1.66380 -2.496 0.715 -0.785 -0.2920
C 4.19845 -2.57422 0.39678 0.269 -1.620 -0.226 -0.0625
H 1.32701 -0.34938 -2.94390 -0.454 -0.064 0.085 0.0525
H 1.82377 5.20912 -0.37583 -0.644 -0.125 -0.144 0.0446
S -0.05784 -1.41219 0.12941 2.445 1.295 0.018 0.6073
S -3.98840 -3.99541 2.21544 3.859 -2.919 3.635 0.6318
H -3.21946 2.10978 -4.58464 -0.038 0.000 -0.534 0.0816
O -1.22016 -0.54338 -0.62963 2.672 -1.377 -0.156 -0.2710
S 1.26500 3.22651 -1.76386 0.679 -0.394 0.685 0.7060
O -2.89456 -2.85664 2.87870 -1.698 -0.139 -1.518 -0.2972
C -2.82112 4.43220 3.10801 0.379 0.082 0.949 -0.1036
Br -3.26218 4.53274 -1.36715 0.429 0.619 0.010 0.5747
S 0.62280 -0.05762 -5.25907 1.337 0.432 0.921 0.7374
H 2.72679 4.23217 3.13456 0.330 0.228 -0.039 0.1196
H 1.54877 3.80404 0.74605 -0.472 -0.305 -0.524 0.0408
H -2.53590 0.71002 -6.58978 -0.094 -0.372 -0.004 0.1189
C 3.51740 2.01951 -2.38990 1.277 -0.664 -1.527 -0.2851
H -3.29901 1.65333 -0.77910 -0.037 -0.384 -0.272 0.0435
C 0.66869 -0.12566 1.19163 -0.586 -1.609 -0.243 -0.0680
H -1.76266 1.69661 -3.79846 0.025 -0.216 0.144 0.0566
O 3.11553 2.31335 2.59514 -1.155 0.431 0.345 0.0285
C 4.18880 1.84069 2.00483 2.264 -2.689 -0.567 -0.4759
H -0.82493 -1.33432 3.69210 -0.084 -0.091 -0.699 0.0457
O -4.83456 -1.33006 -3.82924 0.129 -0.490 0.330 0.4149
O -2.82478 3.11290 3.68377 -2.060 1.133 -0.111 0.0562
H 4.11443 2.87458 -2.07286 -0.516 0.318 0.441 0.1178
C -0.99994 -2.16524 4.37550 -0.190 2.179 -0.588 -0.0532
C -5.91664 2.06591 2.06962 -1.268 -0.548 0.157 -1.4058
Br -1.11575 -6.66814 -1.52364 0.881 1.362 0.009 0.5452
C 0.20925 -5.13965 -1.35659 0.316 -0.568 -0.190 -1.4662
C -3.83030 -3.00057 -2.37008 -0.117 -0.415 1.333 -0.0106
C -2.46078 -0.25174 -0.02912 -1.201 0.244 -0.416 -0.2796
H -5.21074 2.83968 2.37141 0.270 -0.617 -0.376 -0.0594
H -4.39052 -2.72313 -1.47718 0.490 0.613 0.061 0.1419
O -0.65584 -2.47924 0.86260 -0.600 -0.358 0.016 -0.2713
H -3.16304 -0.70265 -0.73027 -0.407 0.075 0.138 0.0972
H 1.09776 0.48958 0.40075 -0.687 1.075 0.514 0.0619
H -2.83515 -4.77435 -4.34709 0.098 0.692 -0.423 0.1393
S 7.25565 -3.73045 0.92135 -0.012 -0.294 0.531 0.6732
H -1.36002 5.19363 1.83515 0.450 0.264 -0.067 0.0833
H -3.54897 4.50558 2.29995 0.276 -0.295 -0.451 0.1124
C 5.44655 2.58863 2.44072 -0.672 -0.206 -0.836 -0.0715
Br -0.95574 6.82449 -0.82657 -0.775 -0.224 -0.438 0.5890
H -0.48458 -0.77350 -3.22545 0.669 -0.761 -0.032 0.0347
O -3.28761 -5.23468 1.88488 -0.400 1.916 -0.085 -0.3042
H -3.00555 0.44689 -4.10746 0.215 -0.119 -0.015 0.0497
O 2.23512 1.85483 -1.77033 -0.909 2.223 0.263 -0.2746
H 5.55480 3.63731 4.10150 -1.017 0.813 0.830 0.1248
O -4.79613 -3.38283 1.25195 -0.849 1.808 -1.504 -0.2874
H -2.07151 -4.05744 4.38183 -0.612 0.274 0.511 0.1142
H -1.19002 3.08435 1.34493 0.203 -0.673 -0.065 0.1108
C -0.88997 3.19898 2.38653 0.014 1.124 -1.614 -0.0882
H -0.68782 5.05502 3.43043 -0.492 -0.021 0.462 0.1317
H -2.75033 -2.85548 -2.34347 0.138 0.815 0.071 0.1333
C 1.90716 4.13219 -0.22964 0.765 -0.061 -1.304 -0.0774
C -1.77286 0.95402 -5.85065 -1.828 1.288 -0.012 -0.2874
O -0.02741 2.63857 -1.39046 1.607 1.269 -1.116 -0.3479
O 4.19197 0.80369 1.36648 -0.545 1.212 0.140 0.0894
C -1.78515 -3.26018 3.69592 1.075 -2.129 0.074 -0.2882
H 7.28966 -2.66648 -1.17687 -0.637 0.440 0.022 0.0717
C 0.36657 -0.11630 -3.40359 -0.597 0.483 -1.808 -0.1120
H -3.31985 6.65238 -0.14064 0.056 0.174 -0.408 -0.0398
H 3.20020 3.21524 4.48124 -0.262 -0.362 -0.122 0.1330
H 3.79291 -0.07617 -2.63251 -0.011 -0.268 0.507 0.0816
H 5.09351 4.63906 2.75664 -0.297 0.160 0.145 0.1221
H 2.98851 3.99579 -0.24256 0.085 -0.374 -0.111 0.0508
H -0.13840 0.03897 1.90549 -0.085 1.490 -0.298 0.0497
H -4.39776 -3.67026 4.43006 -0.836 0.142 0.216 0.0649
C -4.41300 -2.48672 -3.63432 0.345 -0.214 -1.521 -0.3153
O 6.06413 -3.05123 1.82871 3.585 -1.380 0.000 -0.2824
C -4.07315 -4.47258 -2.62693 -1.182 -0.479 0.278 -0.1213
H 4.63369 -3.15186 -0.41870 -0.488 0.341 -0.767 0.0712
H -2.63323 -0.77010 0.91410 0.424 0.170 0.229 0.0852
C 4.72416 -3.36138 1.59732 -1.582 2.437 1.032 -0.2883
H -3.17924 5.14058 3.85504 0.293 -0.101 0.176 0.1358
O -4.40171 -3.37693 -4.57799 -0.684 2.294 -0.768 0.1604
C -1.35099 4.55929 2.72151 -0.262 3.453 -1.232 -0.1575
Br 0.22313 -3.88844 -2.88015 -0.434 -0.896 0.482 0.6215
H 8.55450 -2.21754 -0.12234 0.069 0.498 -0.025 0.0575
O 1.41705 -1.26141 -5.62061 -2.601 2.599 0.373 -0.3120
H -3.10111 1.60050 0.91663 0.251 -0.066 0.117 0.0197
O -0.99573 -0.19085 -5.70340 2.658 -1.527 0.027 -0.2777
H 4.51295 -1.53404 0.31192 0.019 -0.130 0.493 0.0573
H -4.44863 -5.42775 -4.50474 -0.152 0.357 -0.279 0.1570
Br -7.15473 2.01659 3.66127 0.518 0.314 -1.383 0.5309
O 1.54588 4.05672 -2.95349 -0.928 -1.967 2.680 -0.2783
H 4.42512 -4.40787 1.65665 0.427 0.007 -0.298 0.1247
C 4.87491 3.69270 3.25134 2.006 1.888 0.339 -0.1791
H -4.65396 -5.36317 4.06827 -0.080 0.012 -0.412 0.0766
H -0.00517 -4.57764 -0.44760 -0.343 -0.123 -0.314 -0.0491
H -1.68949 1.78430 -0.15954 0.023 -0.303 0.101 0.0359
H 5.30862 0.75682 -2.66497 -0.110 0.550 -0.321 0.0883
C -1.76999 2.47311 3.27916 1.983 -4.858 2.541 -0.5393
C -4.88063 -4.35208 3.73001 0.367 0.235 -0.268 -0.0932
H -1.25191 1.77391 -6.34510 0.417 0.111 0.586 0.1196
O 1.01433 -1.70455 -0.80644 -1.775 0.189 0.250 -0.3495
C -2.48224 1.30952 -4.51990 0.596 0.520 -0.231 -0.0457
C -2.63447 1.26243 -0.00860 -0.286 0.493 0.331 -0.1046
Br -6.72168 2.67861 0.29498 0.622 -0.576 1.768 0.4948
Br 1.99716 -5.87101 -1.09061 -0.605 0.218 -0.154 0.5971
C 4.33201 0.75662 -2.18090 -0.074 -0.050 0.459 -0.0523
H 4.38982 -2.82072 2.48277 -1.050 -0.556 0.273 0.1207
H 6.03784 3.00715 1.62629 -0.027 -0.639 -0.180 0.1331
H -1.08207 -3.83255 3.09079 0.034 0.330 -0.547 0.1052
O 1.11073 1.28319 -5.65558 -1.156 -2.679 0.585 -0.3089
H 3.38593 2.09899 -3.46901 -0.320 0.421 -0.004 0.1178
H 0.02841 -2.38790 4.66014 -0.283 -0.869 0.139 0.0905
H -5.14299 -4.61809 -2.47740 -0.036 -0.446 0.489 0.1432
H 6.06780 1.99025 3.10712 -0.067 -0.571 -0.651 0.1357
H -1.44738 -1.56129 5.16489 -0.476 -0.772 0.434 0.0824
H 4.56075 0.65527 -1.12000 -0.374 -0.547 0.063 0.0542
C -2.85908 6.43515 -1.10427 -0.413 -0.015 0.196 -1.5488
Br -5.22513 0.21217 1.92685 -0.300 1.202 0.004 0.6275
H 3.11085 -2.64659 0.39633 0.035 0.045 -0.334 0.0593
O -1.49577 1.40051 3.80672 -0.357 0.548 -0.980 0.0957
H -0.09281 0.82990 -3.11761 0.820 0.289 0.000 0.0250
H 7.00286 -1.37118 0.17343 -0.241 -0.500 -0.145 0.0685
H -3.48749 -5.11919 -1.97349 0.060 0.049 -0.133 0.0898
C 3.41709 3.44510 3.43806 -0.635 -0.239 0.585 -0.1243
H 1.51277 -0.41848 1.81603 0.048 -0.847 -0.374 0.0771
H -5.94201 -4.21619 3.52238 0.131 0.211 0.405 0.0754
```
Positions in Å, forces in eV/Å.